<1>
# C4H6ClN2O

A gas-phase ion, C4H6ClN2O (charge +1) (ωB97M-V/def2-TZVPD, OMol25).

Values from the calculation:
Spin multiplicity: 1
E_LUMO in Ha: -0.194
Frontier orbital gap in eV: 10.196
HOMO level in eV: -15.468
Charge: +1
SMILES: CC1=NC=[NH+][C@H](Cl)O1

```
14
C4H6ClN2O, DFT ωB97M-V/def2-TZVPD
C -1.96553 -1.33321 -0.11879
C -0.65876 -0.56793 -0.10981
N -0.50366 0.37088 -1.09381
C 0.33448 1.30776 -0.90480
N 1.16776 1.35786 0.18287
C 1.58059 0.16570 0.80739
Cl 2.78700 -0.70240 -0.11119
O 0.26855 -0.86734 0.69367
H -1.89553 -2.43308 0.12913
H -2.34955 -1.09575 -1.13192
H -2.65221 -0.95622 0.66799
H 0.50102 2.17361 -1.54046
H 1.56723 2.20988 0.60073
H 1.81860 0.37025 1.92899
```

---

<2>
# C4H6ClN2O

A gas-phase ion, C4H6ClN2O (charge +1) (ωB97M-V/def2-TZVPD, OMol25).

Values from the calculation:
Spin multiplicity: 1
E_LUMO in Ha: -0.228
Frontier orbital gap in eV: 9.135
HOMO level in eV: -15.332
Charge: +1
SMILES: O[C@]1(Cl)CC=NC=[NH+]1

```
14
C4H6ClN2O, DFT ωB97M-V/def2-TZVPD
O 1.17631 -0.58987 -1.56980
C 0.84962 -0.09546 -0.36729
Cl 2.41552 0.45238 0.56663
C 0.03442 -1.02657 0.61848
C -1.47362 -0.56815 0.68312
N -1.70193 0.65414 0.46937
C -0.88665 1.51169 -0.05001
N 0.19018 1.16599 -0.67061
H 1.53076 -1.51389 -1.39837
H 0.45456 -1.03420 1.64847
H 0.03393 -2.04919 0.14288
H -2.21431 -1.25808 0.93718
H -1.16267 2.51463 0.03542
H 0.75387 1.83659 -1.04546
```

---

Energies, relative to the best one, in hartree: <1> 0.0000; <2> 0.0037.

---

<1>
# C27H30CoNO

A molecular structure, C27H30CoNO (ωB97M-V/def2-TZVPD, OMol25).

Values from the calculation:
Spin multiplicity: 5
E_LUMO (alpha / beta) in Ha: 0.182 / 0.179
Expectation value of S²: 6.029
Frontier orbital gap (alpha / beta) in eV: 2.096 / 5.909
HOMO level (alpha / beta) in eV: 2.855 / -1.038
Charge: -2

```
60
C27H30CoNO, DFT ωB97M-V/def2-TZVPD
Co -0.32519 0.22721 0.76601
C 2.16440 0.03709 1.67905
C 2.44145 -0.82161 0.58953
C 1.98594 -0.20852 -0.60492
H 3.04092 -1.71506 0.65763
C 1.38688 1.03734 -0.27845
C 1.49621 1.20426 1.17151
H 1.37383 2.14490 1.70509
H 2.51126 -0.12680 2.69630
H 2.12657 -0.57877 -1.61634
H 1.14525 1.80298 -1.01527
C -2.33112 0.29364 1.19660
C -1.69219 1.51612 1.58018
C -1.09865 2.07318 0.41037
H -1.72844 1.99255 2.56386
C -1.40590 1.22632 -0.69094
C -2.07274 0.07898 -0.19433
H -2.40337 -0.75583 -0.80093
H -2.93976 -0.33507 1.84653
H -0.58942 3.03999 0.36362
H -1.31873 1.49295 -1.74146
O 1.37476 -2.79715 -0.47724
C -0.38040 -0.44861 -4.60417
C 0.25371 -1.66466 -4.50853
C 0.47069 0.80442 -4.50497
C -1.88211 -0.37469 -4.67625
C 0.91884 -2.89041 -1.62561
H 1.32738 -1.65874 -4.33323
H -0.33829 -2.56999 -4.42414
H -0.17624 -3.16528 -1.80710
H 1.65642 -2.69157 -2.49326
H 0.47082 1.48484 -5.37565
H 1.52216 0.58262 -4.26837
H 0.04103 1.39910 -3.68861
H -2.34460 -0.14231 -5.65138
H -2.19380 0.44194 -4.01332
H -2.33317 -1.32019 -4.34647
C -0.73830 -1.06807 6.16042
C -0.27997 0.02448 5.41190
C -0.14443 -0.07454 4.02812
C -0.46497 -1.27947 3.32993
C -0.94068 -2.35765 4.12613
C -1.06422 -2.27226 5.51220
N -0.34648 -1.39579 1.93914
C -0.40163 -2.72390 1.48495
C 0.65153 -3.63797 1.79376
C 0.64916 -4.95204 1.32482
C -0.49779 -5.45058 0.69305
C -1.59427 -4.59849 0.49189
C -1.54566 -3.25098 0.85997
H -0.85017 -0.98711 7.24185
H -0.02002 0.96701 5.91310
H 0.22618 0.78500 3.46721
H -1.22192 -3.30630 3.65385
H -1.41410 -3.14791 6.06573
H 1.51450 -3.28011 2.37408
H 1.56843 -5.55178 1.38107
H -0.49701 -6.48291 0.31704
H -2.49241 -5.00634 0.00965
H -2.42604 -2.60486 0.79062
```

---

<2>
# C27H30CoNO

A molecular structure, C27H30CoNO (ωB97M-V/def2-TZVPD, OMol25).

Values from the calculation:
Spin multiplicity: 5
E_LUMO (alpha / beta) in Ha: 0.192 / 0.189
Expectation value of S²: 6.051
Frontier orbital gap (alpha / beta) in eV: 4.951 / 5.175
HOMO level (alpha / beta) in eV: 0.262 / -0.022
Charge: -2

```
60
C27H30CoNO, DFT ωB97M-V/def2-TZVPD
Co -0.93758 -0.53634 -0.81409
C -2.66830 -0.23639 1.19851
C -2.04591 0.98166 1.51958
C -1.85196 1.73192 0.34509
H -1.83443 1.34514 2.53177
C -2.37839 0.98984 -0.75297
C -2.87625 -0.27752 -0.22501
H -3.58243 -0.93972 -0.73353
H -3.02951 -0.98559 1.91099
H -1.51923 2.77354 0.29622
H -2.65870 1.43768 -1.71107
C 0.17320 -1.95511 -1.86501
C -1.24276 -2.08703 -2.03628
C -1.71689 -0.86681 -2.61624
H -1.83230 -2.98574 -1.86680
C -0.62066 0.05173 -2.67283
C 0.55399 -0.63247 -2.24369
H 1.56528 -0.24304 -2.30855
H 0.85615 -2.75379 -1.57636
H -2.71968 -0.69214 -2.97757
H -0.63041 1.04010 -3.12576
O 0.91526 1.22306 0.42508
C 0.92799 3.92026 -2.21644
C 1.31309 3.82506 -0.78506
C -0.52469 3.91085 -2.45665
C 1.83341 3.14459 -3.09266
C 1.32140 2.48835 0.43807
H 0.71651 4.57701 -0.24559
H 2.37672 4.11592 -0.74892
H 2.37442 2.55125 0.71354
H 0.69671 2.95636 1.19166
H -0.83696 4.68591 -3.18243
H -1.03222 4.08581 -1.48841
H -0.85912 2.92593 -2.83929
H 2.29600 3.78323 -3.86457
H 1.30580 2.29924 -3.57386
H 2.64130 2.73845 -2.45542
C -1.02479 -5.21431 2.06721
C -1.96636 -4.52207 1.29221
C -1.69349 -3.23049 0.86779
C -0.46407 -2.60737 1.19484
C 0.46795 -3.32174 1.98150
C 0.19219 -4.61128 2.41781
N -0.13303 -1.33855 0.73832
C 0.94485 -0.75085 1.41309
C 0.77252 -0.27390 2.72715
C 1.87242 0.19748 3.42630
C 3.14743 0.16506 2.84269
C 3.32380 -0.24079 1.51267
C 2.21973 -0.62495 0.77197
H -1.24035 -6.22943 2.40261
H -2.91996 -4.97879 1.01416
H -2.43356 -2.68838 0.27382
H 1.42038 -2.84308 2.24755
H 0.93642 -5.12925 3.02735
H -0.24476 -0.21629 3.12160
H 1.72293 0.60487 4.42983
H 4.01714 0.49185 3.41632
H 4.29876 -0.21233 1.01686
H 2.31503 -0.81662 -0.29912
```

---

Energies, relative to the best one, in hartree: <1> 0.0000; <2> 0.0406.

---

<1>
# CH12NO4

5 unconnected molecules or ions with the total composition CH12NO4 (ωB97M-V/def2-TZVPD, OMol25).

Values from the calculation:
Spin multiplicity: 1
E_LUMO in Ha: -0.153
Frontier orbital gap in eV: 10.565
HOMO level in eV: -14.719
Charge: +1

```
18
CH12NO4, DFT ωB97M-V/def2-TZVPD
C 1.07903 1.17698 -1.89059
N 0.98412 0.02689 -1.36668
H 2.04178 1.46583 -2.30071
H 0.23580 1.84317 -2.05928
H 0.08980 -0.32123 -0.90179
H 1.75614 -0.62734 -1.41118
H 2.99447 -2.92583 0.71887
H 3.16926 -2.17217 2.00046
O 2.47757 -2.47531 1.39853
H -0.69603 -1.78301 0.54719
H -1.81973 -1.21179 -0.28834
O -0.87390 -1.40376 -0.32280
H -0.30463 3.05881 0.47773
H -1.05659 1.71705 0.78909
O -0.56378 2.20747 0.12894
H -3.59611 0.07305 1.98445
H -3.09045 1.10548 1.06029
O -2.82676 0.24571 1.43584
```

---

<2>
# CH12NO4

5 unconnected molecules or ions with the total composition CH12NO4 (ωB97M-V/def2-TZVPD, OMol25).

Values from the calculation:
Spin multiplicity: 1
E_LUMO in Ha: -0.160
Frontier orbital gap in eV: 10.370
HOMO level in eV: -14.715
Charge: +1

```
18
CH12NO4, DFT ωB97M-V/def2-TZVPD
C -2.70797 1.28573 -0.62444
N -1.75950 1.51423 0.19724
H -3.04034 0.26249 -0.71997
H -3.18759 2.08115 -1.17817
H -1.38019 2.45395 0.17528
H -0.99873 0.72363 0.40882
H 1.98224 -1.90378 -2.10991
H 3.41173 -1.47393 -1.71808
O 2.53311 -1.63881 -1.36114
H 2.21344 0.59695 -1.33599
H 2.15525 1.97373 -2.01553
O 1.59481 1.26328 -1.67015
H 0.82814 -0.08204 0.23819
H 0.13959 -0.83067 1.47606
O 0.01555 -0.20144 0.73972
H -0.48572 -2.73937 2.91207
H -0.79111 -1.50653 3.73429
O -0.52273 -1.77856 2.85171
```

---

Energies, relative to the best one, in hartree: <1> 0.0031; <2> 0.0000.

---

<1>
# C26H31N8O2PReS2Se2

A molecular structure, C26H31N8O2PReS2Se2 (ωB97M-V/def2-TZVPD, OMol25).

Values from the calculation:
Spin multiplicity: 4
E_LUMO (alpha / beta) in Ha: -0.222 / -0.241
Expectation value of S²: 3.770
Frontier orbital gap (alpha / beta) in eV: 6.799 / 6.089
HOMO level (alpha / beta) in eV: -12.852 / -12.659
Charge: +2

```
73
C26H31N8O2PReS2Se2, DFT ωB97M-V/def2-TZVPD
Re -0.43399 0.28354 0.93011
S -1.24268 7.55422 -1.19115
N 0.08414 6.74355 -0.77615
C -0.29591 5.50153 -0.50706
C 0.57662 4.42551 -0.08756
C 1.95514 4.57971 0.07219
C 2.69672 3.49442 0.47729
C 2.05160 2.28597 0.71770
N 0.73834 2.11510 0.56860
C 0.00248 3.17934 0.16345
C -1.42956 2.96309 -0.00756
N -1.89870 1.71218 0.24213
C -3.20650 1.49455 0.09989
C -4.10664 2.47752 -0.29634
C -3.63847 3.74435 -0.55785
C -2.27312 3.99872 -0.40948
C -1.68026 5.29551 -0.66012
N -2.33615 6.38287 -1.04286
H 2.40993 5.54167 -0.12074
H 3.76531 3.56036 0.61850
H 2.61749 1.43146 1.06610
H -3.54290 0.49344 0.31073
H -5.15254 2.22812 -0.39586
H -4.29765 4.54202 -0.87204
O 2.55295 -3.84197 -1.61034
C 3.77635 -3.51501 -0.98238
C 3.46802 -2.80094 0.35425
C 4.81213 -2.33799 0.91371
O 4.62566 -1.78571 2.20234
C 2.52406 -1.64488 0.02401
Se 1.71137 -0.90566 1.65296
C 2.77076 -3.82942 1.25170
Se 1.66123 -3.04369 2.67002
H 2.72057 -4.41216 -2.36717
H 4.37918 -2.85438 -1.61641
H 4.36503 -4.41359 -0.77054
H 5.24642 -1.59897 0.22889
H 5.49167 -3.19575 0.94312
H 5.46628 -1.77167 2.67124
H 1.70894 -1.99167 -0.60588
H 3.03325 -0.82032 -0.47744
H 3.50079 -4.46086 1.75641
H 2.11156 -4.44819 0.64582
C -1.76924 -4.84738 1.19888
N -2.67335 -4.01397 1.99390
C -3.94095 -3.88206 1.28054
N -3.78927 -3.34965 -0.07190
C -2.87263 -4.21142 -0.81561
N -1.57150 -4.36483 -0.16822
C -0.82157 -3.11941 -0.19732
P -1.67858 -1.78581 0.75566
C -2.09080 -2.71646 2.30320
C -3.34615 -1.96114 -0.04701
H -2.20025 -5.84787 1.14440
H -0.80298 -4.90941 1.70173
H -4.61276 -3.23920 1.85214
H -4.39352 -4.87187 1.20460
H -2.73169 -3.81141 -1.82114
H -3.33314 -5.19698 -0.89779
H -0.69912 -2.78496 -1.23124
H 0.17221 -3.26881 0.22907
H -2.80182 -2.12063 2.88403
H -1.19047 -2.84871 2.90428
H -3.30896 -1.56416 -1.06607
H -4.09097 -1.38704 0.51172
S -1.37068 2.33036 5.16686
C -0.64703 0.81227 5.44556
C -0.46254 0.16311 4.27072
N -0.89027 0.85208 3.16108
C -1.39091 2.01625 3.50746
H -0.40072 0.47341 6.43728
H -0.03696 -0.82303 4.16410
H -1.79940 2.72030 2.79935
```

---

<2>
# C26H31N8O2PReS2Se2

A molecular structure, C26H31N8O2PReS2Se2 (ωB97M-V/def2-TZVPD, OMol25).

Values from the calculation:
Spin multiplicity: 4
E_LUMO (alpha / beta) in Ha: -0.228 / -0.258
Expectation value of S²: 3.779
Frontier orbital gap (alpha / beta) in eV: 6.851 / 6.090
HOMO level (alpha / beta) in eV: -13.046 / -13.118
Charge: +2

```
73
C26H31N8O2PReS2Se2, DFT ωB97M-V/def2-TZVPD
Re 0.00238 -0.42018 0.24532
S -4.63950 -1.97142 6.02932
N -4.12266 -0.55314 5.48158
C -3.27949 -0.81507 4.49885
C -2.57087 0.17110 3.70905
C -2.65756 1.54931 3.92933
C -1.92622 2.40049 3.13178
C -1.16584 1.86960 2.09841
N -1.09670 0.56008 1.85443
C -1.75011 -0.29568 2.68332
C -1.51943 -1.72093 2.48123
N -0.59405 -2.06627 1.54960
C -0.31644 -3.35802 1.37726
C -0.96545 -4.36565 2.08314
C -1.91608 -4.02867 3.01877
C -2.18938 -2.67673 3.24317
C -3.10957 -2.20352 4.25755
N -3.82517 -2.96505 5.06555
H -3.28299 1.91344 4.73533
H -1.93753 3.47038 3.28765
H -0.59086 2.50840 1.44404
H 0.47043 -3.58979 0.67214
H -0.70295 -5.39766 1.89501
H -2.43925 -4.77794 3.60035
O 3.05467 -2.60327 1.36347
C 4.19608 -2.28450 0.57771
C 4.03241 -0.97892 -0.20931
C 5.43447 -0.68272 -0.76721
O 5.33442 0.42894 -1.64223
C 3.65388 0.22083 0.66149
Se 1.92947 0.29146 1.59320
C 3.10756 -1.08146 -1.42988
Se 1.32988 -1.87159 -1.21608
H 3.30385 -3.29624 1.98215
H 4.40458 -3.08958 -0.13596
H 5.07015 -2.17350 1.22806
H 5.80515 -1.57197 -1.28957
H 6.11211 -0.47165 0.06533
H 6.20026 0.62872 -2.01180
H 3.68961 1.12087 0.05117
H 4.37141 0.33531 1.47266
H 3.57614 -1.69541 -2.19782
H 2.94921 -0.09190 -1.84351
C -0.16229 4.19454 -2.63539
N 0.96651 3.32496 -2.95828
C 0.65747 2.56677 -4.17175
N -0.57880 1.79094 -4.05300
C -1.67705 2.69009 -3.70010
N -1.41660 3.45366 -2.47828
C -1.40300 2.62124 -1.29197
P -0.04705 1.33179 -1.38956
C 1.35741 2.47748 -1.85220
C -0.44381 0.70612 -3.10269
H -0.28649 4.91136 -3.44625
H 0.05170 4.74383 -1.71742
H 1.48544 1.89480 -4.40095
H 0.54470 3.27105 -4.99464
H -2.59298 2.10994 -3.57519
H -1.82333 3.39518 -4.51688
H -2.36200 2.10725 -1.18825
H -1.25782 3.25368 -0.41469
H 2.23033 1.88452 -2.13012
H 1.62429 3.08298 -0.98305
H -1.37151 0.13190 -3.06040
H 0.35607 0.02677 -3.40629
S -3.75097 -2.48886 -1.72713
C -4.27937 -1.14792 -0.81015
C -3.21546 -0.47022 -0.32011
N -1.99146 -1.01096 -0.66348
C -2.14016 -2.08408 -1.40828
H -5.32659 -0.91642 -0.69345
H -3.26645 0.42715 0.27776
H -1.31079 -2.65003 -1.81182
```

---

Energies, relative to the best one, in hartree: <1> 0.0568; <2> 0.0000.